(1)
DFT (wB97M-V/def2-TZVPD) results for a 8-piece molecular cluster, C23H48Cl14N3O4P2 overall in a non-equilibrium geometry.

Geometry as XYZ:
```
94
Properties=species:S:1:pos:R:3:forces:R:3
C -0.637 0.880 4.411 -0.49 -0.71 -0.24
C -1.880 0.218 5.219 1.61 2.19 0.96
O -2.153 -1.159 4.837 -1.99 0.01 -2.48
P -3.489 -1.277 3.793 -3.12 2.88 2.14
O -4.717 -0.543 4.390 3.28 -1.96 -1.56
C -3.970 -3.118 3.755 0.65 -1.48 -0.51
C -4.135 -3.697 2.270 -1.25 0.71 1.02
N -2.878 -3.625 1.462 1.74 0.17 -2.16
C -3.080 -3.594 0.018 6.92 0.44 1.48
C -1.618 -3.472 -0.448 -3.63 -1.33 0.01
P -1.347 -3.337 -2.330 1.34 3.82 -0.20
N -1.225 -1.750 -2.635 0.17 -2.45 -0.13
N -0.678 -3.454 0.653 -6.98 -0.94 0.58
O 0.647 -3.328 0.516 0.79 0.09 0.28
C -1.507 -3.546 1.836 -1.01 0.11 -1.42
O -3.188 -0.641 2.245 -0.16 -1.26 2.68
C -3.639 0.748 2.132 0.15 2.79 -1.65
C -2.707 1.489 1.033 0.98 -0.62 0.65
H -0.920 1.909 3.985 0.35 -1.87 0.54
H 0.265 1.035 5.108 -1.42 -0.53 -1.29
H -0.389 0.165 3.548 -0.12 1.10 1.20
H -2.762 0.932 5.108 0.81 -1.49 0.22
H -1.570 0.200 6.329 -0.79 -0.22 -1.72
H -4.989 -3.239 4.278 1.63 0.69 -0.82
H -3.239 -3.781 4.357 -0.96 1.19 -0.93
H -4.585 -4.757 2.225 1.09 1.53 0.31
H -4.908 -3.023 1.736 1.45 -0.98 0.71
H -4.061 -3.633 -0.558 1.65 0.12 1.18
H -2.479 -3.918 -3.025 0.61 -0.24 1.18
H -0.146 -4.050 -2.685 -0.93 -0.31 0.45
H -0.301 -1.544 -3.046 -0.51 0.02 0.37
H 1.114 -4.186 0.652 -0.81 0.33 0.02
H -1.149 -3.551 2.923 -0.44 0.09 -1.96
H -4.715 0.829 1.730 1.52 -0.56 1.03
H -3.536 1.353 3.093 -0.28 -1.29 -1.15
H -1.627 1.058 1.125 -2.08 0.75 -0.12
H -3.079 1.322 -0.033 0.52 0.23 1.50
H -2.596 2.623 1.232 -0.52 -2.08 -0.17
Cl 0.013 4.409 2.112 -0.06 -0.09 0.01
C 0.777 5.350 3.418 0.14 0.17 0.13
C 1.388 4.460 4.480 0.20 0.21 -0.05
Cl 0.149 3.591 5.421 0.20 0.74 0.32
H 0.024 6.019 3.839 0.04 -0.18 -0.03
H 1.554 5.961 2.955 -0.03 -0.13 0.06
H 1.957 5.064 5.189 -0.11 0.01 -0.09
H 2.063 3.720 4.045 -0.18 0.05 -0.01
Cl 2.313 -0.055 -3.124 -0.08 -0.27 0.11
C 1.211 1.346 -3.060 0.10 0.01 0.08
C 0.988 1.836 -1.645 0.18 0.18 -0.17
Cl 0.049 0.673 -0.675 0.25 -0.06 -0.09
H 0.273 1.061 -3.538 0.60 -0.20 0.40
H 1.671 2.136 -3.658 0.02 -0.08 0.09
H 0.419 2.768 -1.660 0.00 -0.12 -0.07
H 1.932 2.023 -1.129 -0.10 -0.10 -0.08
Cl 7.366 1.462 -6.568 0.00 0.04 -0.03
C 7.062 0.811 -4.937 -0.07 0.04 0.19
C 5.592 0.528 -4.699 0.18 -0.11 0.24
Cl 4.634 2.030 -4.609 0.01 0.20 -0.11
H 7.458 1.521 -4.209 -0.14 0.02 -0.14
H 7.633 -0.111 -4.856 -0.14 0.11 -0.03
H 5.458 0.008 -3.741 0.24 0.63 -0.64
H 5.168 -0.098 -5.486 0.06 0.14 0.05
Cl -6.012 2.473 -0.576 0.05 -0.07 0.01
C -6.021 4.097 0.159 -0.05 0.27 0.10
C -5.020 5.027 -0.496 -0.22 0.13 -0.05
Cl -3.337 4.552 -0.152 -0.06 0.25 -0.18
H -5.827 3.986 1.227 0.06 -0.03 -0.16
H -7.031 4.494 0.036 0.13 -0.02 -0.06
H -5.148 6.040 -0.110 -0.02 -0.13 0.04
H -5.148 5.057 -1.580 0.05 -0.11 0.14
Cl 7.709 -2.571 -4.688 -0.02 -0.19 -0.03
C 7.389 -3.167 -3.043 0.00 -0.08 0.21
C 5.912 -3.392 -2.794 0.07 -0.26 0.09
Cl 4.979 -1.868 -2.728 -0.02 -0.78 0.37
H 7.814 -2.455 -2.334 -0.11 -0.02 -0.12
H 7.928 -4.112 -2.941 -0.13 0.06 -0.02
H 5.771 -3.883 -1.829 0.10 0.07 -0.07
H 5.470 -4.023 -3.567 0.07 0.18 0.02
Cl 1.185 -2.623 4.515 -0.15 0.00 0.02
C 2.961 -2.531 4.407 0.32 0.05 -0.08
C 3.504 -3.328 3.238 0.11 0.23 0.00
Cl 3.309 -5.084 3.471 -0.12 -0.04 -0.08
H 3.375 -2.874 5.356 -0.13 -0.06 -0.14
H 3.216 -1.477 4.285 -0.06 -0.11 -0.07
H 4.574 -3.141 3.128 -0.11 0.00 0.09
H 3.012 -3.054 2.303 0.00 0.01 0.17
Cl -2.851 3.423 -7.144 0.03 0.00 0.04
C -1.630 2.134 -7.006 0.11 -0.12 -0.04
C -1.760 1.360 -5.709 -0.02 -0.19 -0.24
Cl -1.315 2.345 -4.292 -0.89 0.58 -0.31
H -0.644 2.590 -7.105 -0.14 -0.01 0.09
H -1.782 1.463 -7.854 -0.02 0.01 0.14
H -1.085 0.501 -5.721 0.00 0.10 -0.04
H -2.776 0.992 -5.560 0.11 0.16 0.02
```
Positions in Å, forces in eV/Å.

Summary:
LUMO level: -0.1263 Eh
Energy: -231171.11254 eV
Net charge: +1
Orbital gap: 7.87 eV
Multiplicity: 1

Löwdin population analysis, charges in e, atoms 1 to 4: C -0.150; C -0.263; O -0.281; P 0.700



(2)
DFT (wB97M-V/def2-TZVPD) results for C14H15N4OTi as an isolated structure in a non-equilibrium geometry.

Geometry as XYZ:
```
35
Properties=species:S:1:pos:R:3:forces:R:3
Ti 0.498 -0.467 1.366 1.03 -0.34 3.01
C 1.085 -0.351 -2.096 0.00 -0.23 -0.17
C 0.830 -1.180 -0.889 -0.49 -0.36 -1.10
N -0.320 -1.190 -0.257 0.15 0.25 -0.78
N -1.314 -0.382 -0.722 -0.51 0.26 -0.64
C -1.465 0.700 -0.020 -0.20 -0.44 -0.79
O -0.584 0.884 1.000 -1.10 0.92 -0.60
C -2.452 1.702 -0.353 -0.11 0.29 0.19
C -2.423 2.950 0.278 0.09 -0.21 0.03
C -3.347 3.915 -0.072 -0.04 0.09 0.02
C -4.304 3.638 -1.040 0.02 -0.02 0.02
C -4.344 2.393 -1.662 -0.02 0.02 0.00
C -3.421 1.425 -1.327 0.13 -0.11 0.07
C 1.866 -2.065 -0.295 0.14 -0.06 0.28
C 2.707 -2.892 -1.005 -0.08 0.14 -0.10
C 3.627 -3.659 -0.295 -0.04 0.04 0.08
C 3.677 -3.554 1.088 0.02 -0.02 -0.08
C 2.796 -2.705 1.731 -0.04 0.00 0.13
N 1.896 -1.970 1.061 0.57 -0.83 -0.61
H 0.859 0.695 -1.875 -0.02 0.00 -0.04
H 0.414 -0.645 -2.909 -0.05 0.01 0.04
H 2.115 -0.440 -2.429 0.01 0.02 0.00
H -1.675 3.151 1.034 -0.03 0.06 -0.01
H -3.325 4.882 0.410 -0.01 0.00 -0.01
H -5.027 4.395 -1.310 0.00 0.00 0.00
H -5.100 2.182 -2.406 0.01 0.00 0.00
H -3.435 0.452 -1.798 -0.04 0.02 -0.03
H 2.630 -2.954 -2.082 0.05 0.02 0.00
H 4.293 -4.332 -0.819 0.00 0.00 0.00
H 4.389 -4.126 1.664 -0.04 -0.02 0.02
H 2.795 -2.626 2.811 0.01 0.05 0.00
N 1.401 0.403 3.063 0.43 0.31 0.91
H 2.348 0.750 2.914 0.09 0.04 0.03
H 1.454 -0.195 3.888 0.06 0.03 0.10
H 0.854 1.216 3.352 -0.01 0.07 0.03
```
Positions in Å, forces in eV/Å.

Summary:
LUMO level (alpha / beta): -0.3136 / -0.3175 Eh
Energy: -45869.39810 eV
Net charge: +2
Orbital gap (alpha / beta): 6.14 / 6.03 eV
Multiplicity: 2
Relative energy (zero: lowest compared OMol25 entry of this formula, charge and spin): 34.7 kcal per mole

Löwdin population analysis, charges in e, atoms 1 to 4: Ti 1.286; C 0.036; C -0.256; N -0.051



(3)
DFT (wB97M-V/def2-TZVPD) results for C33H46MnNP3 as an isolated structure in a non-equilibrium geometry.

Geometry as XYZ:
```
84
Properties=species:S:1:pos:R:3:forces:R:3
P -0.627 -1.975 -2.292 0.78 -0.09 -2.80
P 0.039 1.312 -3.868 2.96 3.63 -2.22
C -1.297 -1.291 -3.886 -0.14 -0.37 -0.02
C -0.483 -0.279 -4.701 0.38 -0.25 0.32
H -2.276 -0.871 -3.614 0.18 -0.01 -0.16
H -1.466 -2.167 -4.524 -0.27 0.14 -0.09
H 0.393 -0.726 -5.188 -0.11 -0.05 0.35
H -1.139 0.086 -5.503 0.25 -0.04 0.10
C -1.638 2.093 -4.272 -1.28 -0.11 0.55
H -1.892 2.949 -3.636 0.05 -0.23 -0.21
H -2.451 1.364 -4.154 -0.02 0.19 -0.05
H -1.645 2.450 -5.310 -0.04 -0.27 0.26
C 0.871 2.284 -5.227 -0.30 -0.23 -1.15
H 0.175 2.543 -6.034 0.13 0.14 0.12
H 1.702 1.744 -5.708 -0.32 0.07 0.29
H 1.288 3.202 -4.814 -0.12 -0.03 0.16
C -2.130 -2.963 -1.806 0.22 -0.28 -0.35
H -1.996 -3.306 -0.740 -0.75 -0.60 -0.69
H -2.063 -3.876 -2.393 -0.46 -0.24 0.14
H -3.063 -2.404 -1.944 0.15 -0.31 -0.20
C 0.552 -3.245 -2.984 -0.16 -0.03 -0.08
H 1.398 -2.746 -3.482 -0.36 -0.16 0.12
H 0.034 -3.892 -3.714 0.21 0.18 0.19
H 0.950 -3.869 -2.171 -0.16 0.23 -0.19
Mn -1.091 -1.863 -0.246 -0.22 0.12 2.98
C 1.537 3.283 -2.207 -1.05 1.07 -0.11
C 0.315 2.531 -2.330 -1.82 -0.38 0.42
C -0.014 1.498 -1.234 0.88 0.03 0.22
C 1.052 0.368 -1.185 -0.84 -0.97 1.64
C 1.798 -0.042 -2.394 -1.25 -3.19 1.40
C 2.042 0.771 -3.501 -0.25 0.24 -0.73
C 3.207 1.632 -3.012 0.54 1.24 -0.83
C 2.822 2.683 -1.949 1.19 -0.19 -0.13
C -0.674 -3.488 0.884 -0.10 -0.27 0.19
H 1.439 4.371 -2.069 -0.03 -0.53 -0.42
H -0.521 3.240 -2.416 0.29 -0.24 0.15
H -1.024 1.094 -1.400 0.14 -0.13 -0.21
H -0.074 1.967 -0.244 0.08 -0.07 -0.08
H 1.752 0.621 -0.368 -0.13 -0.14 0.00
H 0.470 -0.549 -0.787 1.86 1.94 -0.54
H 2.180 -1.071 -2.399 -0.08 0.23 0.33
H 2.295 0.272 -4.442 0.22 -0.31 0.32
H 3.710 2.141 -3.869 -0.24 -0.17 0.47
H 3.946 0.974 -2.519 -0.05 0.06 -0.49
H 2.802 2.211 -0.956 0.29 0.06 -0.08
H 3.587 3.470 -1.961 -0.01 -0.25 0.31
H 0.215 -3.320 1.510 -0.28 -0.05 -0.25
H -0.577 -4.448 0.354 -0.04 0.14 0.23
H -1.557 -3.517 1.545 0.25 -0.29 0.04
N -0.658 -0.655 0.978 0.54 2.30 3.58
P -0.508 -0.247 2.551 -0.67 -1.45 -4.63
C -1.897 -1.058 3.376 0.05 -0.20 1.45
C -1.754 -1.583 4.675 -1.04 -0.17 -0.54
C -2.792 -2.360 5.208 0.06 0.11 -0.12
C -3.935 -2.651 4.461 0.21 0.26 -0.20
C -4.073 -2.121 3.172 0.06 0.08 0.35
C -3.078 -1.298 2.662 0.17 0.04 -0.49
C 1.057 -0.783 3.255 0.48 0.05 0.81
C 1.347 -0.493 4.601 0.47 -0.21 -0.14
C 2.601 -0.790 5.138 -0.12 -0.04 -0.31
C 3.590 -1.350 4.318 -0.25 0.04 0.00
C 3.308 -1.629 2.976 -0.02 0.11 0.33
C 2.046 -1.347 2.443 0.09 -0.03 0.17
C -0.519 1.518 2.948 0.04 0.68 0.28
C 0.694 2.220 3.111 -0.39 -0.11 0.21
C 0.704 3.501 3.662 -0.32 0.08 -0.15
C -0.505 4.130 3.990 -0.08 -0.53 -0.11
C -1.720 3.466 3.751 0.28 0.29 -0.04
C -1.730 2.172 3.225 0.35 0.07 0.15
H -0.859 -1.400 5.254 -0.16 -0.13 -0.04
H -2.701 -2.737 6.221 0.00 -0.07 -0.09
H -4.728 -3.272 4.871 0.22 0.08 -0.01
H -4.956 -2.345 2.568 0.25 0.11 0.24
H -3.175 -0.875 1.653 0.11 -0.23 0.49
H 0.601 -0.003 5.226 0.22 -0.05 -0.14
H 2.799 -0.569 6.187 0.03 -0.06 -0.29
H 4.580 -1.558 4.736 -0.37 0.03 -0.22
H 4.081 -2.061 2.341 -0.21 0.11 0.13
H 1.842 -1.549 1.392 -0.12 0.10 0.23
H 1.638 1.738 2.861 -0.20 0.06 0.10
H 1.656 4.003 3.850 -0.32 -0.13 -0.13
H -0.494 5.120 4.448 -0.06 -0.28 -0.17
H -2.661 3.967 3.994 0.30 -0.21 -0.11
H -2.676 1.657 3.057 0.21 0.09 0.13
```
Positions in Å, forces in eV/Å.

Summary:
LUMO level (alpha / beta): 0.0212 / 0.0134 Eh
Energy: -95633.59616 eV
Net charge: 0
Orbital gap (alpha / beta): 6.08 / 6.38 eV
Multiplicity: 6
Relative energy (zero: lowest compared OMol25 entry of this formula, charge and spin): 90.7 kcal per mole

Löwdin population analysis, charges in e, atoms 1 to 4: P 0.789; P 0.911; C -0.377; C -0.310



(4)
DFT (wB97M-V/def2-TZVPD) results for a 2-piece molecular cluster, C4H10N2 overall.

Geometry as XYZ:
```
16
Properties=species:S:1:pos:R:3:forces:R:3
C 0.308 -0.502 1.194 0.09 -0.07 -0.28
C -2.730 1.445 0.383 -0.22 0.54 -0.17
N -2.671 0.368 0.744 -0.14 -0.77 0.26
H 1.283 -0.176 1.561 0.09 0.01 0.01
H 0.169 -1.546 1.475 -0.01 -0.04 0.08
H -0.459 0.088 1.683 -0.06 0.03 0.10
H -2.797 2.446 0.044 -0.03 0.32 -0.11
H -0.408 1.593 -0.344 0.25 -0.10 -0.03
C 1.357 -1.138 -0.995 -0.35 0.07 -0.04
C 0.239 -0.344 -0.329 0.09 -0.24 0.22
N 0.326 1.039 -0.778 -0.07 0.37 -0.03
H 1.210 1.440 -0.480 -0.02 0.03 -0.01
H -0.730 -0.722 -0.674 0.13 -0.03 0.03
H 1.270 -2.195 -0.756 0.06 -0.10 0.03
H 2.328 -0.782 -0.653 0.13 0.02 0.05
H 1.306 -1.015 -2.074 0.04 -0.02 -0.11
```
Positions in Å, forces in eV/Å.

Summary:
LUMO level: 0.0354 Eh
Energy: -7289.55103 eV
Net charge: 0
Orbital gap: 10.15 eV
Multiplicity: 1
Relative energy (zero: lowest compared OMol25 entry of this formula, charge and spin): 24.6 kcal per mole
SMILES: CC(C)N.C#N

Löwdin population analysis, charges in e, atoms 1 to 4: C -0.095; C -0.060; N 0.097; H 0.073